1.
{
  "formula": "C4H7N3S",
  "method": "wB97M-V/def2-TZVPD",
  "symbols": ["C", "H", "N", "H", "N", "H", "H", "H", "C", "H", "C", "C", "H", "S", "N"],
  "xyz": [[-1.24378, 1.07535, 0.04222], [0.21318, -0.23939, -0.92829], [-0.41244, 1.60513, 1.07614], [1.91122, -0.52546, 1.48499], [-0.91932, 1.27741, -1.22824], [0.52411, -2.76948, -0.81639], [1.22567, 1.57991, 2.18430], [-1.65448, 1.20627, -3.31927], [0.68111, -0.83761, -0.01427], [-2.23350, 0.77378, 0.50409], [0.91211, -2.20833, 0.07340], [0.68038, 1.06293, 1.34952], [1.30703, -2.78114, 0.86737], [-2.28256, 0.85013, -2.19213], [1.29127, -0.06949, 0.91657]],
  "forces_ev_per_angstrom": [[0.581, 2.447, -0.544], [1.324, -2.125, 2.198], [-1.836, -0.845, -2.100], [1.858, -0.833, 1.791], [-2.280, -0.664, 3.338], [0.509, 0.290, 1.094], [-0.148, -0.617, -0.802], [-0.248, -0.109, -0.143], [0.619, -3.781, -2.608], [0.859, 0.077, -1.166], [-2.548, 2.457, -3.418], [2.281, 0.997, 2.971], [0.532, -0.071, 0.915], [0.425, 0.103, -0.669], [-1.929, 2.675, -0.857]],
  "lowdin_charge": [-0.3827, 0.1199, 0.0757, 0.1040, -0.3861, 0.0561, 0.1375, -0.1543, -0.2138, 0.1256, 0.0247, -0.2406, 0.0275, 0.6849, 0.0217],
  "gap_ev": 8.8084,
  "homo_energy_ev": -8.30,
  "lumo_ev": 0.5,
  "smiles": "C=CN/C=N\\C=N\\S",
  "de_lowest_kcal_mol": 87.1
}



2.
{
  "formula": "C49H50BrN7O4SY",
  "method": "wB97M-V/def2-TZVPD",
  "symbols": ["H", "H", "H", "C", "C", "C", "H", "H", "C", "S", "C", "C", "N", "H", "H", "C", "H", "C", "H", "H", "C", "C", "N", "H", "H", "H", "H", "C", "H", "H", "C", "H", "H", "H", "H", "H", "H", "C", "H", "H", "C", "C", "C", "N", "C", "C", "H", "H", "C", "N", "C", "C", "C", "O", "H", "H", "C", "O", "H", "N", "C", "H", "C", "H", "C", "H", "C", "C", "H", "H", "H", "H", "C", "C", "N", "C", "H", "H", "H", "H", "H", "H", "C", "C", "C", "C", "C", "C", "C", "H", "H", "N", "C", "C", "O", "Br", "C", "C", "O", "C", "H", "Y", "H", "H", "H", "C", "C", "C", "H", "C", "C", "H", "C"],
  "xyz": [[-8.07908, 2.15800, -1.13566], [3.86458, 1.18230, 2.93176], [3.35888, 4.99498, -2.16702], [1.81810, -1.22432, -2.10145], [2.45191, 0.12331, -2.32895], [2.67898, -2.26671, -1.53056], [1.42050, 5.30366, -2.22011], [4.64246, -2.98413, -1.39714], [0.43631, -4.74949, 0.10038], [2.78458, -1.55826, 2.15897], [-2.89335, -2.46783, -2.66251], [-2.19245, -2.37175, -1.66624], [-0.89686, -2.59482, 2.07684], [-5.36783, -0.07670, 1.31631], [-0.70748, 0.64890, 7.52617], [1.51310, 1.10663, -3.05811], [-5.52119, -2.07547, -2.68043], [-0.82591, 2.72344, 2.15653], [6.45769, -0.22847, -3.21002], [2.65490, -3.06261, 4.69061], [-6.85120, 1.02228, 0.21600], [2.06959, -3.43564, -0.87566], [0.76202, 0.94378, -0.87479], [0.23167, 3.45869, -3.72764], [-7.00458, -2.01090, -4.66039], [-0.47463, -4.97330, -0.46187], [-6.06473, -2.36151, -6.92179], [-3.19453, 0.19819, -0.07327], [-1.47656, -4.41368, 2.97028], [1.29275, 3.80507, -0.18966], [-0.96249, -0.36637, 4.96361], [-0.68407, 1.16584, -2.31676], [4.50693, 3.91576, -2.92167], [-7.65056, 0.81434, 0.91428], [-1.91966, -4.22538, 1.27844], [6.68229, -1.28234, -1.80910], [-1.11998, 2.97929, 4.75189], [3.02531, 2.03631, -0.86647], [3.88306, -2.31666, 6.82512], [-2.36516, 1.08644, 7.13047], [0.36967, 1.08546, -2.07494], [-5.94495, -2.19329, -4.78505], [3.42512, -1.41339, 3.70703], [-0.59718, 2.62821, 0.89422], [-0.74385, -0.70400, 3.64103], [4.63584, -1.04118, -2.41360], [2.67813, -4.34509, -0.86473], [-6.23946, 2.59159, -2.72033], [-5.11822, -2.23010, -3.67327], [0.71075, 3.37901, -2.84394], [4.00223, -2.17516, -1.73996], [-4.05762, -2.62637, -6.20769], [3.89263, 0.03280, -2.70098], [0.61642, -1.40629, -2.23570], [5.26765, 1.34862, 4.01761], [6.31233, -1.98027, -3.37881], [3.90692, -1.79664, 5.88561], [-0.21301, 0.04002, 1.47364], [-0.25936, 1.72326, 0.52280], [0.90746, -3.44233, -0.36992], [0.59430, 4.60698, -2.05989], [-1.09956, 2.30894, 7.09489], [-0.97540, 1.94251, 4.46069], [1.24673, 0.79685, -4.06782], [0.44280, 4.38320, -0.54767], [1.17180, -5.52042, -0.14945], [-3.22736, -2.66289, -5.09851], [-0.52523, 0.31601, 2.67778], [4.35600, 0.89280, -3.16965], [-1.10692, -1.17170, 5.68011], [4.53710, 4.13948, -1.16875], [2.53447, 0.10701, -0.06054], [-1.12195, -4.04145, 2.00460], [-5.57948, 0.53124, 0.44760], [3.22747, -2.24009, 4.76389], [-0.84625, 3.67278, -0.10827], [-1.33476, 3.16601, -0.94224], [0.99281, -4.40763, 2.15087], [2.45713, 2.88492, -3.95051], [5.35912, 0.30514, 2.57703], [0.00888, -5.84167, 1.86311], [-1.17354, 3.69080, 2.51454], [0.13587, -4.79205, 1.58974], [4.71460, 0.66726, 3.37637], [2.95150, 2.87951, -1.88700], [-1.32081, 1.26643, 6.86895], [3.88154, 4.04868, -2.03403], [-7.08971, 1.77236, -0.92723], [4.54222, -0.66963, 5.52049], [-0.99414, -2.78909, 4.09889], [-2.16671, -2.84790, -5.20886], [4.24181, -0.44209, 4.18308], [-4.52277, 0.78556, -0.42839], [1.96351, 2.60998, -3.01184], [-2.14673, 0.62410, -0.64554], [-3.49033, 1.93951, -2.91010], [-0.85928, -2.10416, 3.25353], [2.22744, 0.76256, -0.87565], [-3.13896, -0.72912, 0.77526], [-5.41773, -2.39027, -6.05471], [0.50568, 5.35659, -0.05481], [-0.93783, -1.37618, -0.12563], [3.73750, 2.19517, -0.06384], [5.17875, -0.01098, 6.08268], [-3.64359, -2.78383, -7.19531], [6.10178, -1.13393, -2.72207], [-3.74859, -2.46331, -3.81860], [-1.05323, 0.95727, 5.41921], [-0.29505, 5.11548, -2.43759], [-4.78160, 1.54053, -1.56569], [-0.72666, 1.65728, 3.10650], [-1.56299, 4.37599, 0.31565], [-6.05852, 2.02373, -1.81869]],
  "forces_ev_per_angstrom": [[0.004, 0.000, -0.002], [-0.014, 0.006, 0.001], [0.007, -0.005, 0.000], [-0.047, -0.069, 0.110], [0.134, 0.033, 0.020], [-0.151, -0.029, 0.030], [0.008, 0.022, -0.015], [0.017, 0.032, -0.018], [0.012, 0.077, -0.057], [0.107, -0.078, 0.134], [-0.061, 0.157, -0.009], [-1.028, -1.067, -1.072], [-0.192, -0.036, -0.113], [0.008, 0.000, 0.003], [0.001, -0.002, -0.012], [0.066, -0.064, -0.083], [-0.001, 0.002, -0.001], [-0.031, -0.011, 0.157], [-0.001, 0.001, 0.001], [0.024, 0.009, 0.009], [0.068, 0.002, -0.041], [-0.009, 0.147, -0.142], [0.124, 0.079, 0.283], [0.007, 0.075, -0.030], [0.000, -0.001, 0.001], [-0.012, 0.011, -0.010], [0.002, -0.003, 0.002], [0.165, -0.049, -0.038], [0.024, -0.003, 0.028], [-0.020, 0.030, -0.002], [-0.043, -0.001, 0.115], [0.061, 0.005, -0.003], [-0.004, -0.014, 0.001], [0.001, 0.000, -0.005], [-0.007, 0.000, -0.007], [-0.011, 0.004, 0.002], [0.005, -0.015, -0.007], [0.021, -0.051, 0.042], [-0.008, -0.004, -0.004], [-0.003, -0.016, -0.013], [-0.150, 0.072, -0.083], [0.034, -0.001, 0.010], [-0.006, 0.042, -0.040], [-0.027, 0.102, -0.212], [-0.041, -0.202, 0.026], [-0.030, -0.231, 0.108], [0.034, 0.004, -0.030], [-0.007, 0.004, 0.002], [-0.031, 0.021, -0.018], [-0.013, 0.037, -0.052], [0.284, 0.045, -0.051], [-0.016, 0.003, 0.031], [-0.107, 0.116, -0.042], [-0.169, 0.084, -0.029], [0.006, 0.003, -0.011], [-0.019, 0.003, 0.003], [-0.013, -0.010, -0.059], [-0.040, 0.230, 0.432], [0.014, -0.029, 0.004], [-0.178, 0.021, 0.125], [-0.078, -0.088, -0.011], [-0.006, 0.000, -0.014], [-0.005, 0.018, 0.045], [-0.013, 0.009, -0.004], [0.097, -0.060, 0.017], [0.025, -0.009, 0.019], [0.002, -0.015, -0.008], [-0.007, -0.105, -0.289], [-0.023, 0.003, 0.005], [0.005, 0.017, -0.006], [-0.007, -0.013, 0.004], [-0.044, -0.011, 0.007], [-0.034, 0.071, -0.016], [-0.032, -0.002, 0.019], [-0.083, -0.118, 0.033], [-0.027, -0.112, 0.106], [0.042, 0.009, -0.028], [0.000, -0.020, -0.001], [0.032, -0.049, -0.039], [0.007, -0.018, -0.008], [-0.017, -0.006, -0.012], [0.015, -0.005, 0.024], [0.041, -0.017, 0.019], [-0.037, -0.044, 0.082], [0.000, 0.096, -0.107], [0.032, -0.007, -0.012], [-0.018, -0.001, -0.002], [0.056, -0.004, -0.016], [-0.028, 0.005, -0.089], [0.018, 0.016, 0.033], [-0.003, 0.005, -0.010], [0.062, 0.150, -0.060], [-0.007, -0.059, 0.199], [0.021, -0.001, 0.137], [0.129, -0.293, 0.008], [-0.088, 0.014, 0.005], [0.026, 0.072, 0.044], [-0.047, -0.074, -0.075], [0.349, -0.124, -0.123], [0.019, 0.002, 0.014], [0.002, 0.008, -0.023], [0.990, 0.971, 0.923], [-0.016, -0.012, 0.005], [0.002, 0.005, -0.010], [0.003, 0.000, 0.002], [-0.004, -0.014, 0.005], [0.050, -0.043, 0.076], [-0.026, -0.047, -0.050], [-0.028, 0.001, 0.039], [-0.045, 0.105, -0.208], [0.013, 0.270, -0.012], [-0.017, 0.017, -0.014], [-0.052, 0.021, 0.009]],
  "lowdin_charge": [0.1092, 0.0787, 0.0690, -0.2643, -0.2261, -0.1165, 0.0944, 0.1372, -0.2069, 0.6323, -0.1255, -0.1479, -0.0223, 0.1189, 0.0790, -0.0914, 0.1136, 0.0233, 0.0817, 0.1451, -0.0654, -0.1043, 0.0662, 0.1273, 0.1020, 0.1227, 0.1006, -0.6185, 0.1125, 0.0925, 0.0303, 0.0896, 0.0918, 0.1071, 0.1222, 0.0881, 0.1251, 0.0063, 0.1169, 0.0851, -0.1083, -0.0834, -0.8080, 0.0817, -0.1182, -0.2350, 0.1362, 0.0945, -0.0404, -0.0081, 0.0658, -0.0868, 0.0599, 0.0245, 0.0917, 0.0895, -0.0708, -0.2034, 0.0892, 0.0256, -0.1893, 0.0769, 0.0153, 0.1631, -0.1404, 0.1123, -0.0433, -0.3028, 0.1331, 0.1276, 0.0867, 0.0906, -0.2082, -0.0122, 0.0617, -0.1247, 0.0902, 0.0977, 0.1500, 0.0897, 0.1190, 0.1491, -0.1711, -0.0354, -0.2552, -0.0488, -0.0223, -0.0693, -0.0493, 0.1302, 0.1106, -0.1285, -0.1505, -0.1981, -0.1848, 0.8135, -0.0872, -0.1709, -0.0639, -0.0919, 0.1165, 1.5095, 0.1240, 0.1223, 0.1009, -0.0393, -0.2655, -0.2616, 0.1267, -0.5673, -0.1036, 0.1270, -0.1345],
  "gap_ev": 6.5248,
  "homo_energy_ev": -9.43,
  "lumo_ev": -2.9,
  "de_lowest_kcal_mol": 79.1,
  "charge": 1
}



What DFT total energy values result from the calculations? In sequence: -19564.00097, -152163.40896 eV.